# 1
Density functional theory data (ωB97M-V/def2-TZVPD) for a structure of composition H20KrO10.

Summary:
HOMO	-10.427	eV
E_LUMO	-0.0159	hartree
energy relative to the best compared isomer or geometry (same formula, charge and spin)	0.602	eV
Kohn-Sham gap	0.367	Eh

Structure (ORCA input):
```
! RIJCOSX wB97M-V def2-TZVPD def2/J DEFGRID3
* xyz 0 1
Kr -0.02305 -0.06129 0.31050
O 2.82321 -1.11257 -1.61406
H 3.33672 -0.77904 -0.87833
H 2.64891 -0.34172 -2.15409
O -2.63248 1.77688 1.65754
H -1.81768 1.96501 1.19178
H -3.32008 1.92861 1.00914
O 0.53148 2.90820 1.20130
H -0.00684 3.65069 0.92714
H 1.29831 2.94364 0.62950
O -3.91161 -0.71162 1.85150
H -3.49539 -1.41419 2.35089
H -3.43864 0.07936 2.11009
O -0.23597 2.82318 -2.36219
H -0.40673 3.62478 -2.85666
H -1.05674 2.64498 -1.90305
O 1.18874 -3.15339 -0.26880
H 1.11577 -3.84973 -0.92150
H 1.62343 -2.43634 -0.73043
O 0.70797 -0.96809 4.43722
H 0.79142 -1.55360 3.68460
H -0.23587 -0.85650 4.55098
O 1.91930 1.09061 -3.13351
H 1.30772 1.71241 -2.73907
H 1.68759 1.08239 -4.06220
O 0.42048 -3.05462 2.56903
H 1.01655 -3.74377 2.86226
H 0.59487 -2.96926 1.63173
O -1.18548 -0.49288 -3.18622
H -0.83177 0.11098 -2.53318
H -0.41416 -0.84306 -3.63195
*
```

Atom charges from the Mulliken analysis, given in e for atoms 1 to 2: atom 1 (Kr): 0.040, atom 2 (O): -0.659

# 2
Density functional theory data (ωB97M-V/def2-TZVPD) for a cluster of 6 separate species, C14H44N3O8 in total.

Summary:
HOMO	-12.255	eV
E_LUMO	-0.0824	hartree
energy relative to the best compared isomer or geometry (same formula, charge and spin)	1.247	eV
Kohn-Sham gap	0.368	Eh

Structure (ORCA input):
```
! RIJCOSX wB97M-V def2-TZVPD def2/J DEFGRID3
* xyz 1 1
N 11.60479 -7.93282 -18.78840
H 10.83593 -8.33349 -19.31079
H 11.68416 -8.43181 -17.90514
H 11.47572 -6.93489 -18.66845
H 12.45508 -8.01265 -19.33713
C 10.08237 -4.16248 -18.62739
C 10.40747 -2.71703 -19.09186
O 11.24100 -2.02073 -18.16852
O 11.15751 -5.03711 -18.99540
H 9.18031 -4.52715 -19.11937
H 9.81835 -4.16921 -17.56923
H 9.41892 -2.25743 -19.06679
H 10.69078 -2.75283 -20.14441
H 12.09502 -2.45834 -18.21583
H 11.97463 -4.53532 -18.94131
C 8.65536 -9.66068 -20.10470
C 8.38237 -8.18752 -20.13974
O 8.79819 -7.68063 -18.85418
O 10.04809 -9.94743 -20.30784
H 8.24685 -10.06160 -21.03359
H 8.26217 -10.08870 -19.18264
H 7.36413 -7.95600 -20.45192
H 9.06822 -7.72265 -20.84849
H 8.19945 -7.95280 -18.15410
H 10.14220 -10.87811 -20.52502
C 16.04779 -9.14430 -20.14543
C 15.57278 -7.71349 -19.98851
O 14.14394 -7.69938 -19.83960
O 16.10483 -9.71829 -18.86435
H 17.09991 -9.17143 -20.43069
H 15.43056 -9.76280 -20.79822
H 15.85536 -6.98937 -20.75490
H 16.01636 -7.20808 -19.13042
H 13.78343 -8.10497 -20.63850
H 15.19500 -9.94720 -18.65469
C 13.59164 -9.38574 -14.56529
C 13.17283 -9.29485 -15.99572
C 13.56194 -10.51288 -16.84831
O 13.28367 -10.28220 -18.20670
C 13.19238 -11.46612 -18.99731
N 11.76462 -8.95469 -16.10552
H 14.64200 -9.12426 -14.43629
H 13.49305 -10.41943 -14.23025
H 12.98136 -8.76397 -13.91101
H 13.72174 -8.43073 -16.37447
H 12.87475 -11.33321 -16.63093
H 14.59774 -10.79266 -16.65241
H 13.02140 -11.16600 -20.03068
H 12.36942 -12.09804 -18.66067
H 14.12924 -12.01526 -18.89607
H 11.22434 -9.76124 -15.82191
H 11.54063 -8.20409 -15.46717
C 11.70268 -6.14031 -21.96817
C 12.01679 -7.48794 -22.69010
C 13.26075 -7.32613 -23.53730
O 13.20102 -6.21684 -24.38061
C 14.26503 -6.29919 -25.37032
N 12.29097 -8.53690 -21.64882
H 11.62308 -5.29477 -22.65156
H 12.47991 -5.76090 -21.30463
H 10.77905 -6.32171 -21.41864
H 11.19378 -7.93622 -23.24714
H 13.39603 -8.29562 -24.02145
H 14.11764 -7.22078 -22.86802
H 14.18129 -7.13073 -26.06993
H 15.19584 -6.35198 -24.80386
H 14.32278 -5.36257 -25.92387
H 12.75020 -9.30660 -22.12093
H 11.41463 -9.01066 -21.46513
*
```

Atom charges from the Mulliken analysis, given in e for atoms 1 to 2: atom 1 (N): 1.010, atom 2 (H): -0.330